The following is a DFT calculation (ωB97M-V with the def2-TZVPD basis set) of a cluster of 4 separate species, C12H22NO8 in total in a non-equilibrium geometry.

Geometry (Å):
1 O -25.228 7.205 -9.776
2 H -24.575 6.719 -10.284
3 H -25.334 8.080 -10.156
4 H -25.013 7.247 -8.841
5 C -26.548 7.084 -4.862
6 C -27.047 5.880 -4.216
7 C -26.485 4.479 -4.666
8 O -26.821 3.437 -4.037
9 C -25.555 4.429 -5.796
10 C -25.209 5.591 -6.394
11 C -25.732 6.954 -5.966
12 O -25.546 8.054 -6.605
13 O -24.341 5.415 -7.330
14 O -27.848 5.880 -3.297
15 H -26.966 8.053 -4.632
16 H -25.154 3.481 -6.124
17 O -25.371 9.668 -10.324
18 H -25.084 10.258 -9.627
19 H -26.022 10.172 -10.813
20 C -26.279 7.976 -13.162
21 O -25.686 6.835 -12.450
22 C -24.858 5.978 -13.294
23 C -24.432 4.873 -12.424
24 N -23.757 5.246 -11.111
25 C -22.392 5.694 -11.277
26 C -21.781 6.448 -10.059
27 O -22.520 7.631 -9.663
28 C -22.093 8.278 -8.490
29 H -25.589 8.763 -13.466
30 H -27.001 8.427 -12.481
31 H -26.825 7.806 -14.090
32 H -23.953 6.531 -13.546
33 H -25.429 5.768 -14.199
34 H -23.868 4.108 -12.959
35 H -25.230 4.211 -12.086
36 H -23.899 4.523 -10.420
37 H -22.269 6.382 -12.114
38 H -21.769 4.836 -11.531
39 H -20.724 6.637 -10.245
40 H -21.725 5.696 -9.271
41 H -21.020 8.468 -8.457
42 H -22.286 7.657 -7.615
43 H -22.551 9.225 -8.201

Calculated values
Charge: 0
Spin multiplicity: 2
Expectation value of S²: 0.782
Frontier orbital gap (alpha / beta), hartree: 0.2905 / 0.1889
Electronic energy, a.u.: -1126.91985